210
Properties=species:S:1:pos:R:3:mulliken_charge:R:1 method="wB97M-V/def2-TZVPD" homo_ev=-9.6053 lumo_energy_ev=0.388 e_tot_ev=-106922.0320 charge=0 max_force_ev_per_a=3.082
C 3.15857 3.79025 1.43892 -0.009
O 3.86856 4.17715 2.65202 -0.674
H 2.08943 3.68969 1.62504 -0.275
H 3.40095 4.53234 0.66730 0.600
H 3.54377 2.84252 1.12531 -0.005
H 3.52183 5.08698 2.86326 0.232
C -2.13289 -4.91788 2.67886 0.116
O -2.72981 -5.85145 1.73164 -0.692
H -1.04820 -4.90168 2.53840 -0.119
H -2.50742 -3.87545 2.56264 0.071
H -2.34223 -5.21533 3.71924 0.288
H -2.19265 -5.90414 0.93146 0.354
C 2.92362 0.66514 2.83940 -0.199
O 3.39737 0.11822 1.65321 0.974
H 3.71840 0.76985 3.58369 0.546
H 2.55212 1.74177 2.69882 -0.401
H 2.13411 0.06718 3.34512 -0.031
H 4.27601 0.47213 1.44501 -0.379
C -3.28389 1.64184 -4.62966 -0.602
O -2.80107 0.35578 -4.23439 -0.314
H -4.37796 1.73262 -4.57853 0.310
H -2.88709 2.38560 -3.98956 0.098
H -3.06501 1.81779 -5.69237 0.291
H -3.24288 0.13687 -3.35786 0.135
C 2.14521 3.39472 -5.40124 -0.790
O 1.70149 2.24628 -4.62558 -0.180
H 2.94829 3.26093 -6.04989 0.407
H 1.30699 3.82404 -5.94486 0.290
H 2.56334 4.09920 -4.68156 0.173
H 2.19082 1.47752 -4.84416 0.179
C 3.35259 -2.19406 -7.24985 -0.525
O 4.01736 -2.07121 -5.94157 -0.466
H 3.52713 -3.15330 -7.79445 0.296
H 2.30533 -2.18635 -7.02496 0.092
H 3.57642 -1.37762 -7.94615 0.345
H 4.95398 -2.01189 -6.11048 0.229
C 1.99252 -5.09044 -4.99366 -0.342
O 0.85213 -4.85275 -4.21215 -0.331
H 2.52527 -4.13141 -4.95479 -0.077
H 2.59179 -5.88332 -4.52597 0.305
H 1.77067 -5.31055 -6.08122 0.223
H 0.60203 -3.93595 -4.30987 0.192
C -1.06721 -2.51940 4.95529 -0.445
O -1.80624 -1.31206 5.05323 -0.422
H -0.56863 -2.65150 4.00486 -0.084
H -0.26537 -2.62416 5.71906 0.448
H -1.71219 -3.39761 5.19111 0.263
H -1.23910 -0.62504 5.36863 0.271
C -6.09467 -5.24409 0.90216 -0.820
O -4.82462 -5.01850 0.40188 -0.336
H -6.88202 -5.15273 0.17747 0.290
H -6.01237 -6.20405 1.47008 0.314
H -6.35531 -4.48441 1.70879 0.231
H -4.22706 -5.20085 1.13545 0.349
C -2.11939 3.25704 1.64007 -0.175
O -0.70849 3.25808 1.94383 1.342
H -2.39905 2.77561 0.69432 0.046
H -2.66046 2.73844 2.38606 -0.303
H -2.56322 4.26300 1.70136 0.063
H -0.20333 2.94101 1.18834 -0.835
C 0.06274 -0.93254 -5.53824 -0.100
O -0.03596 -1.91787 -4.53168 -0.178
H 0.11659 0.06311 -5.07030 0.016
H 0.98527 -1.09365 -6.07020 -0.193
H -0.79754 -0.97294 -6.27426 0.246
H -0.31838 -1.54882 -3.69072 0.099
C 3.37868 -4.70801 -0.33906 -0.587
O 4.65299 -4.35031 0.18678 -0.566
H 2.97859 -5.63250 0.10518 0.407
H 2.65425 -3.92221 -0.11427 0.035
H 3.48441 -4.84129 -1.39955 0.460
H 4.54413 -3.76562 0.95526 0.308
C -0.73550 2.33600 4.81297 0.113
O -0.54660 1.84456 6.13148 -0.651
H -1.51847 1.86691 4.28092 -0.158
H -0.89811 3.41400 4.87608 0.213
H 0.17076 2.19221 4.27911 -0.047
H -1.43218 1.85385 6.58065 0.363
C 1.94273 -4.34284 3.03768 -0.891
C 2.79481 -3.12861 3.29529 1.657
C 3.65092 -3.17588 4.53352 -1.597
O 3.49294 -2.63453 2.16185 -0.025
H 1.12707 -4.14416 2.31001 -0.383
H 1.47672 -4.61258 4.02069 0.434
H 2.48579 -5.21039 2.66831 0.537
H 2.03227 -2.32750 3.49159 -0.569
H 4.38491 -3.96548 4.48711 0.405
H 3.06094 -3.26060 5.44163 0.366
H 4.25141 -2.20940 4.45616 0.282
H 3.61516 -1.68177 2.15552 -0.164
C -0.94261 -6.41132 -2.09883 -1.515
C -0.00660 -5.81632 -1.12368 0.829
C -0.25518 -4.29554 -0.97359 0.555
O -0.25939 -6.43384 0.14620 -0.646
H -0.87729 -7.51831 -2.05060 0.414
H -0.70010 -6.10614 -3.14928 0.253
H -1.93922 -6.14988 -1.86887 0.278
H 1.06118 -6.01726 -1.39691 0.037
H -0.01429 -3.97630 -2.01935 -0.339
H 0.35771 -3.69441 -0.29403 -0.277
H -1.30274 -4.03910 -0.75975 0.122
H 0.35027 -6.16968 0.85575 0.285
C 4.35394 0.73605 -1.97842 -0.455
C 4.28917 -0.37410 -3.00377 0.452
C 3.31979 -1.54653 -2.69744 -0.004
O 4.03478 0.22560 -4.28884 -0.622
H 5.01983 1.56992 -2.34694 0.433
H 4.83433 0.26447 -1.07052 -0.092
H 3.37160 0.98809 -1.66305 -0.122
H 5.22807 -0.94612 -3.00263 0.138
H 2.56304 -1.63776 -3.44410 0.064
H 2.70943 -1.45681 -1.77764 -0.247
H 3.83878 -2.51964 -2.55797 0.051
H 4.00839 -0.55137 -4.88750 0.443
C -0.05521 5.49974 -0.49738 -0.990
C 0.48302 4.55056 -1.49413 1.621
C -0.58046 3.96656 -2.46097 -0.943
O 1.50857 5.28565 -2.22967 -0.710
H -0.46908 4.96353 0.36360 -0.220
H -0.85097 6.12200 -0.89109 0.359
H 0.74828 6.12722 -0.10407 0.287
H 1.04575 3.78072 -0.92726 -0.540
H -0.09390 3.13683 -3.03748 -0.039
H -0.92286 4.68507 -3.24774 0.482
H -1.42229 3.71251 -1.83864 0.044
H 2.33795 4.84111 -2.07637 0.407
C -5.00260 5.12505 -1.47918 -1.144
C -5.10893 5.67519 -0.08927 1.000
C -4.01133 6.60829 0.24157 -0.769
O -6.39127 6.34881 0.03263 -0.599
H -4.00322 4.65299 -1.55963 0.109
H -5.00280 5.96412 -2.19649 0.437
H -5.80337 4.47255 -1.77969 0.294
H -5.16458 4.82994 0.61763 -0.088
H -3.96621 7.58319 -0.30361 0.407
H -3.07756 6.10723 0.02754 -0.181
H -4.02877 6.90792 1.33367 0.285
H -6.59036 6.40269 0.94466 0.347
C 0.47094 0.81457 -0.23863 -0.077
C -0.15228 -0.04591 0.86007 1.741
C -1.63657 -0.48119 0.58739 -1.134
O 0.60913 -1.28594 0.95906 0.528
H 0.68599 0.21350 -1.14693 0.218
H 1.44006 1.24741 0.03395 -0.137
H -0.19748 1.68702 -0.38317 -0.387
H -0.15706 0.46977 1.85276 -0.945
H -2.41262 0.29482 0.73166 -0.183
H -2.03756 -1.28004 1.19308 0.191
H -1.70718 -0.79467 -0.44401 0.369
H 1.55679 -1.06193 0.88527 -0.562
C -0.44983 6.77281 3.04204 -1.323
C 0.95956 6.79030 3.72168 0.558
C 1.16678 5.49045 4.51227 -0.986
O 1.90800 6.87236 2.67580 -0.558
H -1.23184 6.78952 3.79067 0.473
H -0.51682 5.91830 2.38977 0.166
H -0.64450 7.69564 2.46912 0.460
H 1.10034 7.72411 4.33480 0.244
H 2.21127 5.38937 4.68619 0.377
H 0.86955 4.59804 3.95598 -0.092
H 0.50122 5.57984 5.39924 0.412
H 1.62171 7.55081 2.05510 0.304
C -4.08357 0.92698 4.70249 -1.602
C -3.82509 0.25939 3.35128 2.348
C -4.26958 -1.18349 3.24619 -0.768
O -4.46371 1.04214 2.27578 -0.485
H -5.12223 1.10965 4.92097 0.455
H -3.68525 1.97712 4.63444 0.338
H -3.68822 0.34970 5.54739 0.242
H -2.76133 0.31665 3.19447 -0.813
H -4.38159 -1.40955 2.15825 0.037
H -5.21869 -1.42089 3.71183 0.379
H -3.56415 -1.91032 3.59880 -0.034
H -5.09011 0.43329 1.82334 0.065
C -7.81801 0.07714 -0.55116 -1.625
C -6.31358 0.22829 -0.71246 0.954
C -5.78798 1.69700 -0.48287 -1.369
O -5.57648 -0.60626 0.16953 -0.397
H -8.20138 -0.82113 -1.01879 0.377
H -8.28886 0.99505 -0.90023 0.348
H -7.99210 -0.04673 0.53217 0.361
H -5.94689 -0.03097 -1.69901 0.121
H -4.69443 1.72746 -0.50411 0.061
H -6.11384 2.15455 0.43341 0.402
H -6.14771 2.35695 -1.26976 0.594
H -4.73466 -0.84673 -0.25122 0.132
C 7.04199 1.08003 1.49639 0.359
O 6.03021 0.42582 1.28909 -0.507
N 8.25548 0.56662 1.37019 -0.390
N 7.00776 2.39022 1.85038 -0.521
H 8.32191 -0.29336 0.81040 0.161
H 9.00156 1.19747 1.20786 0.232
H 7.79819 2.56733 2.47403 0.235
H 6.04349 2.62439 2.23712 0.181
C 7.64498 -2.70367 -0.24105 0.809
O 8.68684 -2.11905 0.12694 -0.835
N 7.83607 -3.92699 -0.81114 -0.494
N 6.45208 -2.16076 -0.18738 0.220
H 8.81447 -4.20519 -0.68507 0.275
H 7.12469 -4.65743 -0.74656 0.235
H 5.61349 -2.66839 -0.48767 0.032
H 6.27177 -1.39192 0.43438 -0.163
C -3.92281 -2.29249 -2.59798 0.273
O -3.96705 -1.16619 -2.05926 -0.268
N -4.41445 -3.40782 -2.02710 -0.148
N -3.49567 -2.47388 -3.92381 -0.428
H -4.26478 -4.27568 -2.42300 0.149
H -4.84948 -3.38690 -1.13785 0.016
H -3.03802 -1.63164 -4.29222 0.261
H -3.05128 -3.33957 -4.21351 0.274



86
Properties=species:S:1:pos:R:3:mulliken_charge:R:1 method="wB97M-V/def2-TZVPD" spin_multiplicity=2 homo_ev="-6.0697 / -6.2700" e_above_lowest_kj_mol=0.0 lumo_energy_ev="-1.207 / -1.803" e_tot_ev=-107927.1544 charge=0 max_force_ev_per_a=5.439
Ti -0.11477 0.33309 0.76486 -0.676
C 0.13203 -3.60161 6.05685 -0.526
C -0.99399 -4.26411 5.52331 -0.577
C -1.45869 -3.87067 4.29877 -0.362
C -0.88290 -2.69928 3.70483 0.186
C -1.26332 -1.91152 2.53157 -0.275
N -2.39441 -2.02855 1.86663 -0.352
C -2.65291 -1.36971 0.73644 -1.704
C -3.91737 -1.37977 0.05378 0.712
C -5.15801 -2.00313 0.38180 -0.666
C -6.13002 -1.90039 -0.58434 -0.394
C -5.96071 -1.28406 -1.79539 -0.839
C -4.79600 -0.57549 -2.07368 -0.203
C -3.71024 -0.71469 -1.23676 0.184
C -2.31794 -0.39325 -1.23209 -1.469
N -1.68729 0.12727 -2.30879 -0.246
C -0.50368 0.58869 -2.26616 -0.260
N 0.24258 0.81808 -1.11228 2.581
C 1.44359 1.56701 -1.46661 -0.384
N 2.51516 1.90494 -0.73987 -0.426
C 2.68007 1.41147 0.50811 -0.635
N 1.80842 0.51323 1.19299 0.574
C 2.32612 0.48337 2.44380 -0.451
N 1.83961 -0.47917 3.35068 -0.473
C 0.78388 -1.15563 3.33453 -0.235
N -0.21506 -0.98880 2.34360 0.366
C 0.28553 -2.16779 4.21196 0.523
C 0.82763 -2.66004 5.36784 -0.311
C 3.42263 1.27847 2.65400 0.253
C 4.25994 1.53343 3.77151 -0.524
C 5.27555 2.38986 3.54725 -0.450
C 5.52247 3.06110 2.34680 -0.785
C 4.70437 2.82864 1.24853 -0.705
C 3.64266 1.87757 1.41725 0.612
C 1.37481 1.79381 -2.86351 -0.127
C 2.26909 2.39387 -3.75509 -0.321
C 1.94632 2.38543 -5.14152 -0.740
C 0.67955 1.88184 -5.53314 -0.595
C -0.23880 1.35740 -4.65903 -0.604
C 0.15544 1.35565 -3.32100 0.078
N -1.74971 -0.66271 -0.03228 3.085
H 0.45819 -3.98110 6.98239 0.440
H -1.33374 -5.10697 6.16211 0.341
H -2.31043 -4.32136 3.76177 0.426
H -5.27029 -2.61680 1.30718 0.434
H -7.12312 -2.34033 -0.42624 0.381
H -6.84321 -1.18791 -2.42765 0.382
H -4.62750 0.00875 -3.03587 0.375
H 1.78717 -2.28837 5.80380 0.434
H 3.94321 1.22524 4.75360 0.446
H 5.87327 2.70590 4.41880 0.314
H 6.25213 3.80742 2.25207 0.489
H 4.77984 3.23155 0.31126 0.703
H 3.14703 2.83585 -3.33235 0.562
H 2.61488 2.70544 -5.93086 0.436
H 0.59534 1.77619 -6.64453 0.295
H -1.24820 0.98869 -4.92878 0.461
C 4.55329 -1.31301 -2.53359 -1.027
C 3.65496 -2.47766 -2.92367 -0.430
C 2.32615 -2.46334 -2.28830 0.272
N 1.98662 -1.66747 -1.35282 -0.408
N 0.74952 -2.00397 -0.73345 0.225
C 0.17434 -2.98552 -1.39756 0.199
N -1.06839 -3.46900 -1.18188 -0.217
S 1.15121 -3.61134 -2.68610 -0.337
H 5.34815 -1.23747 -3.27594 0.398
H 5.03599 -1.34189 -1.56579 0.313
H 4.04042 -0.36393 -2.51157 0.098
H 4.12644 -3.48594 -2.87811 0.383
H 3.46329 -2.42579 -3.95687 0.353
H -1.51104 -3.37137 -0.28372 0.181
H -1.43570 -4.24879 -1.70716 0.220
Cl -3.92916 1.69547 2.04807 -0.244
C -3.39706 2.40346 0.42884 0.777
C -4.16973 2.99887 -0.54141 -0.115
C -3.61965 3.86486 -1.48011 -0.883
C -2.25060 4.01155 -1.51156 -0.426
C -1.44065 3.37311 -0.59261 -0.556
C -2.00489 2.62822 0.41824 0.103
C -1.04149 2.10051 1.50029 -1.692
H -5.26653 2.82637 -0.57036 0.403
H -4.21920 4.40955 -2.14957 0.484
H -1.69537 4.67522 -2.22230 0.352
H -0.38491 3.58151 -0.69722 0.394
H -1.55441 1.76960 2.36460 0.939
H -0.30783 2.91218 1.71876 0.484